No. 1
Molecular formula: C5H7NO
Method: DFT, ωB97M-V/def2-TZVPD

Calculated values
ΔE to the lowest compared entry with this formula, charge and spin = 303.4 kJ/mol
E_LUMO = 0.93 eV
SMILES string = CC(=O)[C@@]12C[C@@H]1N2
HOMO = -9.776 eV
Charge = 0
Energy = -324.60890 Ha
Gap between HOMO and LUMO = 0.39340 hartree

Cartesian coordinates (Å):
H  0.399  0.340  2.161
C  -1.875  0.476  -0.528
H  1.910  -1.761  0.677
C  1.522  0.560  0.082
H  1.211  1.579  -0.157
N  0.956  -1.478  0.911
C  0.891  -0.063  1.287
O  -0.753  -1.114  -1.913
H  -1.925  1.290  -1.259
C  -0.745  -0.457  -0.896
H  -2.810  -0.086  -0.591
C  0.452  -0.483  -0.015
H  2.535  0.302  -0.233
H  -1.767  0.896  0.475


No. 2
Molecular formula: C6H8N2
Method: DFT, ωB97M-V/def2-TZVPD

Calculated values
ΔE to the lowest compared entry with this formula, charge and spin = 607.0 kJ/mol
E_LUMO (alpha / beta) = -1.01 / -1.01 eV
HOMO (alpha / beta) = -7.436 / -7.390 eV
Charge = 0
Energy = -342.70274 Ha
Gap between HOMO and LUMO (alpha / beta) = 0.23618 / 0.23443 hartree

Cartesian coordinates (Å):
C  1.297  -1.951  0.718
C  -1.691  -0.854  -1.057
C  0.056  -2.244  0.117
H  0.516  2.814  1.064
H  1.949  -2.689  1.116
H  -2.209  -1.708  -1.584
C  1.313  -0.571  0.752
H  -0.372  -3.318  -0.067
H  -0.538  3.731  -0.098
N  0.202  0.044  0.316
H  2.001  0.181  1.176
H  0.935  2.902  -0.717
C  -0.634  -1.014  -0.179
C  0.052  2.828  -0.001
N  -0.816  1.704  -0.186
H  -2.061  0.143  -1.370


No. 3
Molecular formula: C26H27N3O3
Method: DFT, ωB97M-V/def2-TZVPD

Calculated values
ΔE to the lowest compared entry with this formula, charge and spin = 141.1 kJ/mol
E_LUMO = 0.64 eV
SMILES string = COC(=O)C1CCN(Cc2cn(Cc3ccccc3)nc2-c2cc3ccccc3o2)CC1
HOMO = -7.727 eV
Charge = 0
Energy = -1396.95962 Ha
Gap between HOMO and LUMO = 0.30750 hartree

Cartesian coordinates (Å):
O  5.688  3.903  -2.006
C  -0.305  -3.484  -1.258
H  0.653  -3.530  -1.783
C  -2.755  -3.477  -1.773
H  4.363  1.170  -0.333
C  -2.240  1.921  4.727
C  -0.920  -0.940  1.064
H  3.754  3.575  -0.416
N  1.044  1.691  -0.715
H  -0.352  -4.292  -0.521
C  3.588  2.949  -1.299
C  4.769  3.158  -2.221
C  2.283  3.362  -1.985
N  -0.923  -2.219  0.684
N  -0.386  -2.249  -0.524
H  -4.418  -3.888  -4.683
H  -4.829  -3.471  -2.286
C  -3.587  -3.809  -3.997
O  4.675  2.410  -3.328
H  5.506  1.870  -5.084
H  3.366  0.864  -1.769
H  -1.012  1.817  -0.482
C  -2.290  -3.940  -4.462
C  -1.440  -0.569  2.352
C  -1.939  -1.369  3.340
C  -0.364  -0.128  0.045
C  -2.797  1.722  5.975
H  -0.135  1.737  1.057
H  1.192  3.733  -0.155
C  2.240  1.300  0.006
O  -1.475  0.749  2.710
C  -1.451  -3.609  -2.234
C  -3.113  0.443  6.437
C  -3.818  -3.575  -2.651
H  0.173  3.368  -1.568
H  -2.016  -2.435  3.298
H  6.686  2.268  -3.796
H  -1.994  2.907  4.363
C  -2.320  -0.505  4.403
H  -2.106  -4.121  -5.510
C  -0.046  -1.018  -0.957
C  -2.008  0.796  3.954
H  -3.547  0.335  7.419
C  -0.160  1.350  0.025
H  -2.926  -3.294  -0.722
C  5.737  2.542  -4.261
H  2.160  2.773  -2.895
C  3.470  1.483  -0.877
H  -3.126  -1.664  6.028
H  -0.213  -3.936  -3.950
H  5.806  3.572  -4.615
C  1.101  3.099  -1.057
C  -1.225  -3.836  -3.583
H  -2.994  2.574  6.608
H  0.401  -0.850  -1.914
H  2.143  0.249  0.288
H  2.360  1.892  0.934
C  -2.881  -0.677  5.668
H  2.312  4.420  -2.252


No. 4
Molecular formula: C2H7NO2S2
Method: DFT, ωB97M-V/def2-TZVPD

Calculated values
ΔE to the lowest compared entry with this formula, charge and spin = 408.4 kJ/mol
E_LUMO = 0.47 eV
HOMO = -9.323 eV
Charge = 0
Energy = -1081.88148 Ha
Gap between HOMO and LUMO = 0.35989 hartree

Cartesian coordinates (Å):
C  -2.472  -0.248  0.137
S  0.295  -0.246  0.543
H  -2.275  -1.040  0.842
N  3.022  0.562  1.068
S  2.921  0.381  -0.419
O  1.298  0.102  -0.794
C  -1.158  0.076  -0.604
H  2.858  1.782  -0.888
H  -1.173  1.002  -0.977
H  -2.794  0.759  0.499
O  0.261  -1.675  0.797
H  -0.911  -0.604  -1.327
H  -3.321  -0.710  -0.486
H  3.448  -0.140  1.610


No. 5
Molecular formula: C42H38BrN7O4S2Sn
Method: DFT, ωB97M-V/def2-TZVPD

Calculated values
ΔE to the lowest compared entry with this formula, charge and spin = 0.0 kJ/mol
E_LUMO = 0.05 eV
HOMO = -6.899 eV
Charge = 0
Energy = -5892.29692 Ha
Gap between HOMO and LUMO = 0.25522 hartree

Cartesian coordinates (Å):
H  4.139  1.349  -3.930
H  4.561  2.813  2.937
C  0.583  -6.243  -0.325
H  -6.462  -1.466  -2.204
H  -2.088  -1.807  -4.498
H  -3.063  -5.102  -2.917
Sn  -0.157  -0.274  -0.001
C  1.503  2.566  -2.316
C  -3.303  0.090  0.513
H  -3.857  3.673  -0.628
C  0.768  2.379  2.304
C  -5.362  -1.080  -4.005
C  -1.561  -6.061  -4.116
C  -3.731  2.650  -0.302
N  1.245  -2.761  0.941
H  -1.136  0.966  3.527
H  3.659  4.142  -1.818
H  -0.506  -1.194  -2.576
C  4.367  4.491  -3.798
N  4.087  0.622  -1.543
C  -4.420  -2.092  -2.036
C  -0.250  -6.007  -4.580
O  -3.916  -2.055  1.287
H  0.377  -6.180  -1.396
H  4.841  4.729  -5.895
H  -0.442  -3.849  0.546
H  -5.350  0.007  1.080
C  -2.980  -1.328  0.975
C  2.176  3.010  -4.657
H  -2.415  1.796  2.608
C  -3.204  -2.176  -2.696
H  1.601  -4.916  -4.558
H  1.159  -7.151  -0.149
N  3.823  0.399  -3.803
C  1.645  2.541  1.220
H  0.752  -3.146  -3.059
C  3.499  3.965  -2.872
C  1.326  -5.026  0.148
C  -1.203  -4.020  -2.923
H  3.663  2.813  0.620
Br  3.366  -1.162  1.653
H  -2.206  -6.881  -4.403
C  0.477  1.691  -2.751
C  2.715  -4.977  0.207
C  3.560  -0.070  -2.568
C  1.267  2.363  3.601
C  -1.432  1.909  3.061
H  -1.630  2.538  -0.834
H  5.218  5.070  -3.461
C  -4.134  -1.170  -4.654
C  -2.043  -5.068  -3.281
C  3.002  2.699  1.468
C  -4.787  1.929  0.238
H  -6.210  -0.647  -4.520
S  -1.805  -2.789  -1.768
C  2.554  -2.762  1.001
H  0.604  2.225  4.442
H  -4.512  -2.436  -1.012
C  3.355  -3.834  0.647
H  -0.524  0.930  -4.498
N  1.088  2.418  -0.085
C  0.644  -3.881  0.536
H  -0.374  -6.340  0.190
C  -5.506  -1.539  -2.706
H  3.287  -0.005  -4.551
H  4.431  -3.766  0.710
C  0.294  1.567  -4.183
H  3.300  -5.842  -0.084
N  1.868  2.778  -0.994
C  2.382  3.191  -3.271
H  -5.764  2.383  0.339
C  -4.574  0.624  0.651
H  4.348  1.588  -1.676
C  3.500  2.695  2.761
H  3.812  0.333  -0.617
H  2.879  3.424  -6.644
C  0.578  -4.959  -4.208
H  -4.028  -0.811  -5.669
O  -0.296  0.998  -2.005
C  -2.495  2.039  -0.421
H  0.125  -6.789  -5.227
N  -2.299  0.782  -0.021
H  -1.477  2.696  3.817
C  2.628  2.519  3.824
N  -0.704  -1.654  -1.690
C  4.156  4.302  -5.174
O  -1.738  -1.618  0.965
H  0.911  2.069  -6.144
C  1.083  2.194  -5.080
O  -0.552  2.255  2.005
C  -3.048  -1.723  -4.001
H  3.004  2.497  4.839
S  2.670  -1.474  -2.324
C  3.066  3.580  -5.587
C  0.105  -3.956  -3.369


No. 6
Molecular formula: C8H10O2
Method: DFT, ωB97M-V/def2-TZVPD

Calculated values
ΔE to the lowest compared entry with this formula, charge and spin = 761.5 kJ/mol
E_LUMO = 0.94 eV
SMILES string = OC[C@H](O)C1(C2C=C2)C=C1
HOMO = -7.968 eV
Charge = 0
Energy = -461.04850 Ha
Gap between HOMO and LUMO = 0.32733 hartree

Cartesian coordinates (Å):
C  -1.864  0.915  -0.470
H  0.667  -2.606  1.531
O  -2.677  -0.005  -1.133
O  -0.208  1.423  1.477
C  2.738  -0.291  -0.825
H  3.371  1.161  0.810
H  -2.318  1.853  -0.077
C  -0.106  -1.778  -0.536
C  0.437  -1.871  0.657
H  0.507  1.007  1.964
H  3.406  -0.880  -1.448
H  0.912  1.140  -1.340
C  2.686  0.646  0.075
C  1.441  0.396  -0.624
H  -3.257  -0.462  -0.491
C  -0.924  0.412  0.761
H  -1.597  -0.202  1.468
H  -1.073  1.231  -1.128
H  -0.568  -2.314  -1.309
C  0.125  -0.541  0.169


No. 7
Molecular formula: C42H116AlF2N11O15S2
Method: DFT, ωB97M-V/def2-TZVPD

Calculated values
E_LUMO (alpha / beta) = -3.36 / -7.73 eV
Spin multiplicity = 2
⟨S²⟩ = 0.766
HOMO (alpha / beta) = -9.890 / -9.890 eV
Charge = +1
Energy = -4638.63170 Ha
Gap between HOMO and LUMO (alpha / beta) = 0.23995 / 0.07922 hartree

Cartesian coordinates (Å):
C  7.946  8.303  4.498
H  6.166  11.216  2.501
N  14.115  7.300  6.395
C  13.764  13.346  1.333
H  8.670  14.743  2.179
N  18.290  11.500  6.876
H  13.089  4.109  4.512
C  12.670  6.823  8.212
C  9.411  15.497  4.565
H  15.421  7.103  8.826
H  16.925  11.939  1.688
H  15.094  13.348  4.565
H  7.938  8.552  6.693
H  14.424  10.489  12.416
H  12.868  11.391  2.492
H  9.937  17.986  11.390
H  15.986  5.852  7.809
H  15.773  4.235  2.853
H  11.088  7.484  3.451
C  15.838  11.899  10.197
H  18.329  10.854  1.302
C  8.274  10.955  11.949
H  16.361  5.248  4.206
H  12.210  11.144  10.391
N  13.432  7.292  11.763
C  11.912  5.669  3.956
H  9.463  7.897  5.932
H  8.335  10.871  9.232
H  8.693  11.720  11.295
H  5.226  10.086  1.434
H  6.250  9.557  4.885
H  5.283  15.541  2.611
C  13.039  14.460  9.502
C  8.581  12.176  7.899
N  11.940  6.960  3.315
H  8.603  7.873  2.708
C  11.803  4.595  8.683
C  9.294  14.728  11.745
H  10.511  12.980  7.725
C  18.493  12.687  7.664
H  17.529  11.311  -1.171
H  13.911  8.416  13.542
H  10.767  8.287  9.922
C  11.493  13.455  0.649
H  10.699  12.880  4.528
H  8.629  14.796  12.606
H  8.875  17.221  12.288
H  9.287  7.483  10.134
N  13.432  10.229  5.510
H  14.877  5.440  9.116
O  14.421  5.574  3.846
O  16.428  12.218  8.979
C  9.081  14.087  4.064
C  15.005  13.594  3.507
C  10.262  15.889  11.667
H  7.355  7.400  4.648
H  11.714  6.645  2.382
H  5.781  14.096  1.619
H  7.793  10.465  14.105
H  13.632  5.404  6.935
H  9.726  8.227  8.523
H  10.626  15.541  9.568
H  11.798  5.846  5.025
H  18.598  11.204  3.747
H  13.339  11.451  4.010
S  12.037  10.357  6.083
Al  14.495  8.521  3.477
C  5.608  10.282  2.436
C  9.724  8.331  9.608
H  18.465  11.997  9.682
O  12.293  14.825  10.655
O  14.157  10.078  8.146
H  9.767  13.476  9.179
C  15.724  7.973  12.410
H  10.818  15.798  12.600
H  13.255  4.231  2.770
H  11.100  11.411  11.610
H  8.619  14.580  10.901
C  16.375  10.304  0.386
H  4.675  10.371  2.993
O  13.811  12.360  7.201
H  8.094  13.174  2.344
H  9.958  15.446  5.506
C  13.873  9.666  11.962
C  8.117  14.121  2.883
H  6.663  15.633  1.652
H  9.800  13.767  11.836
C  16.492  11.218  -0.848
O  9.127  9.574  10.044
H  14.189  8.161  6.919
H  6.499  11.907  11.961
H  15.867  13.191  2.975
N  9.070  8.220  3.534
C  6.105  14.918  2.257
C  8.881  9.610  11.465
H  15.992  7.968  11.354
H  8.584  13.455  4.800
H  16.759  9.346  0.034
H  6.656  10.915  10.712
C  8.604  8.561  5.830
H  11.184  4.097  9.429
H  13.707  15.282  9.243
H  12.541  7.769  11.758
H  16.108  12.219  -0.648
H  18.015  14.758  7.257
H  11.647  16.784  10.220
N  9.481  17.090  11.491
H  14.859  11.454  10.023
C  6.968  9.463  4.070
N  14.973  10.233  0.857
H  11.099  4.662  7.852
O  12.666  12.644  0.719
O  7.784  11.566  8.863
H  15.997  10.743  -1.696
H  14.609  11.174  0.901
H  15.444  3.899  4.577
C  17.574  10.870  3.911
N  13.641  11.678  3.074
H  16.954  11.697  4.257
H  9.946  16.151  3.877
N  10.304  13.257  3.678
H  10.453  11.831  8.991
H  13.698  13.630  9.758
H  14.150  9.669  10.908
H  19.565  12.857  7.766
H  9.738  5.265  4.104
C  13.195  4.816  3.688
H  16.578  11.264  10.684
H  9.365  9.159  3.310
O  11.360  11.605  5.739
H  12.804  12.029  11.783
H  12.791  13.553  3.236
F  11.465  9.398  4.964
H  14.526  9.961  -0.007
O  17.063  10.238  2.775
H  10.564  12.942  0.402
N  6.857  11.000  11.698
H  9.811  9.456  12.012
C  17.879  13.805  6.746
C  9.860  12.614  8.518
H  8.153  12.117  13.863
H  17.361  11.203  7.141
H  9.397  10.907  13.900
H  11.275  14.047  1.538
H  12.853  7.788  8.684
O  12.111  5.899  9.176
H  14.652  12.916  0.871
C  10.624  4.972  3.540
H  17.906  13.631  9.550
F  15.622  11.030  6.485
H  12.680  3.976  8.494
H  8.194  8.832  11.798
C  12.162  11.202  11.478
C  8.409  11.124  13.494
O  6.375  9.146  2.856
C  13.873  6.336  7.447
C  14.263  8.328  12.514
H  11.876  7.009  7.488
H  16.327  8.630  13.038
H  10.775  3.904  3.693
C  15.519  4.676  3.817
H  16.825  13.598  6.560
O  11.645  9.683  7.308
H  8.991  9.577  5.754
H  13.919  14.390  1.062
H  15.863  6.953  12.766
S  14.073  10.947  6.970
H  10.416  5.129  2.481
H  15.074  7.118  6.135
H  8.065  12.989  7.389
H  13.850  7.305  10.844
H  7.525  10.400  4.065
C  17.269  10.915  1.546
H  12.330  14.126  8.745
C  13.695  13.096  2.833
O  12.518  9.991  12.113
C  15.096  6.180  8.346
H  15.046  14.675  3.376
H  11.663  14.231  -0.097
H  15.698  12.790  10.808
H  8.849  11.448  7.133
H  18.949  10.885  7.332
C  11.240  15.795  10.432
H  8.539  16.074  4.873
H  18.474  13.792  5.833
H  17.577  10.110  4.692
C  17.810  12.644  9.098
H  10.028  12.404  3.213
O  6.884  14.531  3.379


No. 8
Molecular formula: CHN4O
Method: DFT, ωB97M-V/def2-TZVPD

Calculated values
ΔE to the lowest compared entry with this formula, charge and spin = 299.4 kJ/mol
E_LUMO = 4.45 eV
HOMO = -2.745 eV
Charge = -1
Energy = -332.81718 Ha
Gap between HOMO and LUMO = 0.26456 hartree

Cartesian coordinates (Å):
H  1.210  -1.721  0.166
C  1.207  -0.612  0.111
N  -2.177  2.603  1.487
N  1.698  0.432  -0.146
N  -1.265  1.018  0.056
N  -1.685  1.787  0.837
O  -0.784  -0.238  0.045


No. 9
Molecular formula: C6H19NO3
Method: DFT, ωB97M-V/def2-TZVPD

Calculated values
ΔE to the lowest compared entry with this formula, charge and spin = 160.7 kJ/mol
E_LUMO = 0.57 eV
SMILES string = CCCN(C)CCO.O.O
HOMO = -8.384 eV
Charge = 0
Energy = -520.42244 Ha
Gap between HOMO and LUMO = 0.32898 hartree

Cartesian coordinates (Å):
H  1.477  -1.417  -0.302
H  -2.731  -0.977  0.917
H  2.104  1.239  0.519
H  0.011  -1.254  1.059
O  -1.784  2.834  1.507
H  3.528  -0.041  -0.388
C  -0.626  -0.373  1.032
C  -0.807  0.089  -0.413
O  -1.309  -3.390  -0.086
H  0.424  2.116  -1.161
C  -2.010  -0.597  1.647
N  0.348  0.058  -1.319
H  -1.217  1.094  -0.437
H  -0.484  -2.925  0.046
H  -2.448  0.248  2.170
H  -0.167  0.423  1.627
C  1.115  -1.202  -1.315
H  1.401  1.392  -2.466
H  -1.879  -3.276  0.681
H  -2.002  -1.389  2.383
H  0.533  -1.934  -1.860
H  -1.076  2.184  1.434
O  3.469  0.725  -0.966
H  -2.495  2.461  0.975
H  2.032  -0.965  -1.849
H  -1.556  -0.490  -0.964
C  1.116  1.309  -1.412
H  2.703  2.541  -0.540
C  2.331  1.518  -0.517


> Look up the energy of the eighth one.

-332.81718 Ha


> Which of these has the highest energy?

C5H7NO